{
  "formula": "C28H64N4O14SSi2",
  "method": "ωB97M-V/def2-TZVPD",
  "largest_force_ev_per_a": 11.84,
  "total_charge": 0,
  "orbital_gap_ev": 8.06,
  "elements": ["C", "N", "C", "C", "O", "C", "Si", "C", "C", "C", "C", "N", "O", "C", "N", "O", "Si", "S", "C", "O", "N", "O", "H", "H", "H", "H", "H", "H", "H", "H", "H", "H", "H", "H", "H", "H", "H", "H", "H", "H", "H", "H", "H", "H", "C", "O", "C", "C", "O", "C", "C", "O", "C", "H", "H", "H", "H", "H", "H", "H", "H", "H", "H", "H", "H", "H", "H", "C", "O", "C", "C", "O", "C", "C", "O", "C", "H", "H", "H", "H", "H", "H", "H", "H", "H", "H", "H", "H", "H", "H", "C", "O", "C", "C", "O", "C", "C", "O", "C", "H", "H", "H", "H", "H", "H", "H", "H", "H", "H", "H", "H", "H", "H"],
  "xyz": [[5.598, -3.354, 1.769], [5.171, -4.424, 0.771], [4.479, -5.482, 1.625], [4.201, -3.849, -0.273], [2.999, -4.431, -0.487], [4.634, -2.522, -1.145], [3.182, -1.609, -2.014], [3.970, -0.264, -3.195], [5.492, 0.091, -2.650], [6.006, 1.497, -3.369], [7.054, 2.320, -2.405], [8.502, 1.834, -2.553], [2.361, -2.752, -3.126], [1.029, -2.150, -3.463], [-0.124, -1.521, -3.434], [1.932, -0.987, -0.958], [2.518, -0.570, 0.639], [0.792, -0.816, 1.988], [3.099, 1.253, 0.859], [3.878, 1.291, 2.138], [5.198, 1.356, 1.888], [5.787, 0.360, 2.298], [6.275, -3.881, 2.596], [4.692, -2.883, 2.371], [6.302, -2.524, 1.283], [5.270, -5.916, 2.403], [3.691, -4.888, 2.289], [3.978, -6.344, 0.998], [5.265, -1.743, -0.499], [5.395, -2.912, -1.977], [3.262, 0.666, -3.274], [4.135, -0.804, -4.245], [6.199, -0.801, -3.010], [5.511, 0.251, -1.490], [5.029, 2.160, -3.495], [6.470, 1.212, -4.405], [6.713, 2.379, -1.268], [7.028, 3.450, -2.788], [8.477, 0.834, -2.859], [8.916, 1.900, -1.580], [3.548, -1.443, 1.182], [0.151, -1.971, 1.447], [2.160, 1.955, 1.049], [3.823, 1.647, 0.027], [-2.258, 0.320, -0.249], [-2.098, 1.661, 0.188], [-1.125, 2.371, -0.578], [-1.513, 3.846, -0.712], [-2.569, 4.077, -1.654], [-3.879, 3.656, -1.252], [-4.477, 4.509, -0.129], [-3.908, 4.144, 1.129], [-3.889, 5.220, 2.052], [-1.343, -0.250, -0.069], [-3.078, -0.129, 0.319], [-2.523, 0.290, -1.311], [-1.016, 1.937, -1.577], [-0.171, 2.289, -0.049], [-0.646, 4.385, -1.110], [-1.742, 4.300, 0.254], [-3.893, 2.594, -1.008], [-4.508, 3.781, -2.140], [-5.555, 4.330, -0.065], [-4.297, 5.566, -0.345], [-3.356, 6.080, 1.633], [-3.356, 4.893, 2.948], [-4.912, 5.503, 2.327], [2.679, -9.761, 6.565], [2.839, -8.420, 7.002], [3.812, -7.709, 6.236], [3.423, -6.234, 6.102], [2.368, -6.003, 5.160], [1.058, -6.425, 5.562], [0.460, -5.572, 6.685], [1.029, -5.937, 7.943], [1.048, -4.860, 8.866], [3.593, -10.331, 6.745], [1.859, -10.210, 7.132], [2.413, -9.790, 5.503], [3.920, -8.144, 5.237], [4.766, -7.792, 6.765], [4.291, -5.696, 5.704], [3.195, -5.781, 7.068], [1.043, -7.487, 5.805], [0.428, -6.300, 4.674], [-0.618, -5.750, 6.749], [0.639, -4.515, 6.469], [1.580, -4.001, 8.447], [1.581, -5.188, 9.762], [0.025, -4.578, 9.141], [-6.057, 7.702, -6.251], [-6.589, 6.387, -6.227], [-5.849, 5.515, -5.372], [-6.776, 4.490, -4.712], [-7.563, 5.033, -3.644], [-8.628, 5.912, -4.028], [-9.786, 5.198, -4.732], [-9.446, 4.921, -6.091], [-10.109, 3.775, -6.597], [-5.063, 7.702, -6.704], [-6.724, 8.331, -6.848], [-6.015, 8.119, -5.238], [-5.326, 6.078, -4.593], [-5.112, 4.999, -5.993], [-6.147, 3.722, -4.249], [-7.404, 3.976, -5.442], [-8.254, 6.754, -4.610], [-9.012, 6.328, -3.089], [-10.668, 5.847, -4.741], [-10.021, 4.275, -4.194], [-9.903, 2.901, -5.971], [-9.727, 3.573, -7.601], [-11.189, 3.955, -6.655]],
  "forces_ev_per_angstrom": [[1.47, 0.53, 0.95], [-2.77, 1.66, -0.43], [-0.44, -0.12, 1.03], [-4.17, -2.45, 0.32], [7.24, 3.50, 1.08], [1.51, -1.34, 0.76], [-1.26, 0.15, -0.93], [0.80, -0.59, -0.04], [-0.09, 0.64, -1.14], [-0.53, -0.33, 1.30], [-0.40, 1.27, -0.94], [-1.46, -0.35, 1.42], [-4.47, 3.28, -0.27], [-5.18, 3.40, 2.07], [10.35, -5.72, -0.61], [3.62, -0.22, 0.79], [-2.53, -0.41, -0.58], [-0.21, -0.88, -0.94], [-0.16, 1.79, -0.08], [-1.78, -0.72, -0.32], [2.81, -3.01, 0.22], [-1.76, 3.15, -0.79], [-1.45, 1.05, -1.92], [1.76, -0.84, -1.42], [-1.80, -1.78, 0.98], [-1.58, 0.85, -1.97], [1.24, -1.65, -1.39], [1.10, 2.03, 1.28], [-1.39, -1.85, -1.32], [-1.66, 0.82, 1.67], [1.50, -1.69, -0.02], [-0.70, 1.39, 2.12], [-1.48, 1.93, 1.23], [0.10, -0.43, -2.12], [2.21, -1.30, 0.04], [-0.83, 0.90, 1.92], [0.44, -0.47, -2.37], [0.07, -2.37, 0.84], [0.17, 1.15, 0.72], [-0.42, -0.47, -1.76], [0.36, -0.11, -0.35], [1.17, 1.46, 0.41], [2.12, -1.30, -0.68], [-1.59, -0.53, 1.30], [-0.07, 0.20, 0.18], [0.01, -0.02, -0.42], [-0.58, 0.24, 0.46], [0.06, -0.18, -0.31], [-0.02, -0.20, 0.42], [-0.04, 0.45, -0.04], [0.26, -0.71, 0.13], [0.22, 0.39, -0.03], [-0.08, -0.41, -0.12], [0.00, -0.11, -0.15], [0.15, 0.16, 0.02], [0.12, -0.08, -0.03], [-0.02, -0.02, -0.03], [0.28, 0.09, -0.09], [-0.11, -0.09, -0.11], [-0.10, -0.26, 0.06], [0.03, 0.04, 0.27], [0.12, 0.14, 0.08], [-0.12, 0.11, -0.22], [0.03, 0.05, -0.03], [-0.09, 0.11, 0.00], [-0.12, -0.07, -0.14], [0.07, 0.17, 0.03], [-0.09, 0.32, 0.27], [-0.07, -0.15, -0.45], [-0.43, 0.32, 0.51], [0.05, -0.19, -0.30], [-0.03, -0.21, 0.39], [-0.05, 0.46, -0.05], [0.31, -0.70, 0.16], [0.19, 0.37, -0.08], [-0.08, -0.38, -0.10], [0.02, -0.15, -0.12], [0.17, 0.15, 0.01], [0.10, -0.08, -0.03], [-0.05, -0.01, -0.05], [0.23, 0.10, -0.13], [-0.10, -0.10, -0.10], [-0.09, -0.26, 0.05], [0.03, 0.04, 0.28], [0.14, 0.13, 0.07], [-0.13, 0.11, -0.21], [0.03, 0.04, -0.03], [-0.09, 0.10, 0.00], [-0.12, -0.07, -0.15], [0.08, 0.16, 0.03], [-0.29, -0.31, -0.14], [0.09, 0.32, 0.36], [-0.61, -0.21, -0.30], [0.24, 0.20, 0.19], [-0.09, 0.13, -0.42], [-0.18, -0.38, 0.21], [0.53, 0.40, -0.43], [0.01, -0.38, 0.19], [0.12, 0.38, -0.03], [0.11, 0.15, 0.06], [0.09, -0.21, 0.02], [0.14, 0.02, 0.00], [-0.02, 0.03, 0.04], [0.18, -0.16, 0.15], [-0.03, 0.16, 0.07], [0.02, 0.25, -0.13], [-0.06, -0.11, -0.25], [0.05, -0.19, -0.04], [-0.12, 0.03, 0.24], [0.01, -0.04, 0.04], [-0.12, -0.04, 0.04], [-0.04, 0.15, 0.13], [-0.01, -0.18, 0.02]],
  "lowdin_charge": [-0.1410, -0.1776, -0.1176, -0.2903, -0.0537, -0.1715, 0.5001, -0.2273, -0.2673, -0.1984, -0.2923, -0.0564, -0.1760, -0.1886, 0.1022, -0.3492, 0.2910, 0.4217, -0.2337, -0.2115, -0.0611, 0.0239, 0.1074, 0.0959, 0.0997, 0.1036, 0.1076, 0.1102, 0.0784, 0.1281, 0.0972, 0.1132, 0.1211, 0.0854, 0.1137, 0.1221, 0.1098, 0.1135, 0.0559, 0.0736, -0.0250, -0.1184, 0.1144, 0.1043, -0.1078, -0.2071, -0.1852, -0.1701, -0.1328, -0.1616, -0.1858, -0.2099, -0.1120, 0.0463, 0.0919, 0.0878, 0.1269, 0.1059, 0.1241, 0.1154, 0.1161, 0.1158, 0.1262, 0.1240, 0.0842, 0.0885, 0.0871, -0.1097, -0.2075, -0.1909, -0.1711, -0.1429, -0.1669, -0.1886, -0.2109, -0.1104, 0.0860, 0.0903, 0.0861, 0.1218, 0.1238, 0.1218, 0.1159, 0.1141, 0.1268, 0.1247, 0.1240, 0.0851, 0.0891, 0.0877, -0.1107, -0.2083, -0.1880, -0.1705, -0.1378, -0.1691, -0.1900, -0.2106, -0.1107, 0.0861, 0.0894, 0.0856, 0.1230, 0.1254, 0.1179, 0.1161, 0.1138, 0.1256, 0.1238, 0.1238, 0.0852, 0.0893, 0.0871]
}